1.
# C33H66Cl10O7

12 unconnected molecules or ions with the total composition C33H66Cl10O7 at a distorted geometry (wB97M-V/def2-TZVPD, the OMol25 dataset).

Structure (XYZ):
```
116
Properties=species:S:1:pos:R:3:mulliken_charge:R:1
C -2.848 0.756 -5.171 -0.640
C -2.726 1.676 -3.952 0.115
C -4.063 1.404 -3.271 0.133
O -4.257 -0.015 -3.441 -0.370
C -3.579 -0.464 -4.610 -0.189
H -1.842 0.526 -5.521 0.197
H -3.426 1.133 -6.015 0.354
H -2.622 2.718 -4.256 0.366
H -1.871 1.362 -3.354 -0.301
H -4.867 2.013 -3.683 0.281
H -3.832 1.674 -2.241 -0.296
H -4.348 -0.743 -5.329 0.316
H -2.842 -1.238 -4.395 0.108
C 2.351 -0.380 -4.361 -0.744
C 2.450 -1.090 -3.043 0.794
C 1.282 -2.016 -3.040 -0.246
O 0.309 -1.200 -3.619 -0.298
C 0.875 -0.395 -4.658 -0.256
H 2.902 -0.964 -5.098 0.356
H 2.640 0.670 -4.352 0.157
H 2.369 -0.302 -2.294 -0.717
H 3.379 -1.641 -2.897 0.452
H 0.973 -2.346 -2.048 -0.164
H 1.404 -2.925 -3.629 0.337
H 0.387 0.565 -4.490 0.210
H 0.671 -0.801 -5.649 0.188
C -1.125 -1.723 3.821 0.241
C 0.106 -2.276 4.513 0.224
C 0.436 -1.208 5.506 -0.857
O 0.139 0.009 4.828 -0.486
C -0.955 -0.148 4.000 0.328
H -2.032 -2.070 4.316 0.410
H -1.168 -2.012 2.771 -0.468
H 0.944 -2.382 3.825 -0.446
H -0.059 -3.266 4.939 0.476
H 1.456 -1.231 5.890 0.455
H -0.172 -1.314 6.404 0.297
H -0.785 0.330 3.035 -0.358
H -1.782 0.332 4.524 0.294
C 3.331 -3.114 1.576 -0.075
C 3.834 -2.960 0.144 0.713
C 3.789 -4.417 -0.353 -0.670
O 3.258 -5.182 0.700 -0.479
C 2.534 -4.375 1.581 -0.028
H 2.805 -2.261 2.005 -0.418
H 4.169 -3.181 2.269 0.379
H 4.798 -2.499 -0.072 0.332
H 3.038 -2.460 -0.408 -0.618
H 4.790 -4.694 -0.683 0.356
H 3.153 -4.454 -1.237 0.235
H 2.361 -4.824 2.560 0.400
H 1.559 -4.180 1.134 -0.036
C -5.092 1.240 1.999 -0.916
C -4.225 -0.005 2.236 0.434
C -3.867 -0.362 0.808 0.117
O -3.518 0.893 0.235 -0.128
C -4.466 1.875 0.728 -0.458
H -5.239 1.913 2.843 0.349
H -6.097 0.869 1.795 0.301
H -4.712 -0.864 2.697 0.457
H -3.269 0.267 2.683 -0.446
H -4.702 -0.860 0.315 0.105
H -3.051 -1.082 0.739 -0.410
H -5.188 2.072 -0.064 0.387
H -4.000 2.833 0.961 0.258
C 2.915 0.804 2.982 0.865
C 2.014 1.940 3.310 0.713
C 2.620 3.217 2.692 -0.238
O 3.910 2.695 2.260 -0.455
C 4.264 1.496 2.984 -0.780
H 2.645 0.391 2.010 -0.572
H 2.763 0.074 3.778 0.061
H 1.857 2.058 4.383 0.411
H 1.047 1.817 2.822 -1.020
H 2.715 4.008 3.436 0.286
H 2.171 3.646 1.796 0.023
H 4.678 1.722 3.966 0.270
H 5.043 0.956 2.446 0.381
C -2.294 -4.133 -1.393 -0.514
C -2.054 -4.204 0.047 0.440
C -3.448 -4.411 0.640 -0.554
O -4.317 -3.751 -0.305 -0.478
C -3.635 -3.376 -1.542 0.158
H -2.349 -5.182 -1.684 0.341
H -1.504 -3.670 -1.983 0.088
H -1.593 -3.287 0.414 -0.561
H -1.380 -5.026 0.288 0.451
H -3.465 -3.900 1.603 0.198
H -3.684 -5.471 0.733 0.359
H -3.442 -2.303 -1.534 -0.227
H -4.182 -3.562 -2.466 0.360
Cl 0.705 4.252 -3.097 -0.136
C -0.442 5.063 -1.891 -0.643
Cl -1.313 3.799 -0.973 -0.013
H 0.040 5.711 -1.160 0.327
H -1.129 5.745 -2.393 0.398
Cl 5.116 0.046 -1.332 -0.130
C 4.870 1.791 -1.596 0.268
Cl 6.325 2.627 -2.344 -0.190
H 4.011 1.917 -2.255 0.050
H 4.674 2.159 -0.589 -0.045
Cl 0.480 -1.133 0.609 -0.232
C -0.038 0.353 -0.241 -0.679
Cl 1.361 1.435 -0.465 0.253
H -0.503 0.017 -1.168 0.335
H -0.758 0.901 0.367 0.031
Cl -2.140 3.450 3.817 -0.171
C -1.277 3.997 2.393 0.820
Cl -0.145 5.192 2.853 -0.170
H -0.771 3.138 1.953 -0.737
H -1.872 4.525 1.647 0.278
Cl 4.233 5.668 -2.965 -0.158
C 4.413 6.377 -1.311 -0.452
Cl 3.641 5.363 -0.113 0.000
H 5.479 6.540 -1.152 0.314
H 3.875 7.318 -1.429 0.282
```

The calculation puts the lowest unoccupied orbital energy at 0.21 eV. Its energy above the lowest of the compared OMol25 structures with the same formula, charge and spin is 0.0 kcal/mol. The net charge is 0. The highest occupied orbital energy comes out at -9.500 eV. The multiplicity is 1. The value obtained for the strongest force on any atom is 2.71 eV/A.

---

2.
# C33H66Cl18InN2OS

A molecular structure, C33H66Cl18InN2OS at a distorted geometry (wB97M-V/def2-TZVPD, the OMol25 dataset).

Structure (XYZ):
```
122
Properties=species:S:1:pos:R:3:mulliken_charge:R:1
C 7.753 1.231 1.732 -0.272
C 6.578 0.922 1.230 -0.538
C 5.250 0.628 0.375 0.458
C 4.475 2.022 0.003 -0.498
C 3.849 1.986 -1.486 -0.772
In 2.064 0.626 -1.751 1.185
C 2.190 -0.166 -3.913 0.003
N 0.854 -0.572 -4.469 -0.613
C 0.058 1.673 -1.567 -1.121
C -0.089 2.658 -0.294 0.175
N -0.218 2.004 1.051 0.547
C -0.728 3.045 2.033 1.039
C -1.437 2.417 3.337 -1.099
C -1.245 0.928 1.086 0.112
C -0.815 -0.478 1.802 -0.652
O -2.407 1.060 0.554 -0.712
C 2.143 -1.260 -0.451 -1.063
S 0.998 -2.476 -1.275 -0.281
C 0.450 -3.820 -0.114 0.028
C 1.529 -4.228 1.018 -0.769
H 8.668 1.587 2.319 0.350
H 5.456 0.111 -0.638 -0.099
H 4.531 0.012 1.023 0.099
H 3.732 2.362 0.810 0.179
H 5.317 2.833 -0.017 0.349
H 4.687 1.616 -2.211 -0.107
H 3.578 3.065 -1.788 0.294
H 2.811 -1.147 -3.824 -0.427
H 2.806 0.532 -4.592 0.105
H 0.222 0.239 -4.549 0.225
H 0.440 -1.337 -3.906 0.226
H -0.773 0.887 -1.678 0.255
H -0.025 2.357 -2.511 0.264
H 0.899 3.279 -0.259 0.263
H -0.964 3.395 -0.517 -0.336
H 0.126 3.731 2.427 -0.469
H -1.509 3.760 1.541 -0.212
H -1.401 3.202 4.199 0.297
H -0.929 1.473 3.759 0.238
H -2.568 2.182 3.194 0.263
H -1.447 -0.716 2.728 0.413
H -0.899 -1.323 1.030 0.004
H 0.289 -0.361 2.160 0.237
H 3.218 -1.682 -0.584 0.415
H 1.933 -1.064 0.660 0.261
H 0.286 -4.776 -0.764 0.299
H -0.584 -3.577 0.334 -0.171
H 1.866 -5.327 0.822 0.241
H 2.462 -3.563 1.061 0.242
H 0.970 -4.274 2.038 0.132
Cl -1.905 6.082 -1.670 -0.198
C -3.363 5.668 -0.734 -0.190
C -3.593 6.625 0.420 -0.301
Cl -2.363 6.446 1.697 -0.155
H -3.262 4.636 -0.387 0.119
H -4.207 5.713 -1.425 0.328
H -4.561 6.422 0.885 0.053
H -3.587 7.665 0.087 0.374
Cl -4.571 -1.867 3.718 -0.227
C -4.209 -2.617 2.142 0.195
C -3.286 -3.813 2.276 -0.333
Cl -1.639 -3.339 2.762 -0.123
H -3.781 -1.850 1.492 0.243
H -5.163 -2.932 1.715 -0.081
H -3.196 -4.323 1.315 -0.002
H -3.662 -4.532 3.008 0.382
Cl 2.284 5.141 3.221 -0.207
C 2.729 5.089 4.945 -0.168
C 2.528 3.711 5.547 -0.591
Cl 0.804 3.276 5.678 -0.178
H 2.142 5.846 5.471 -0.057
H 3.783 5.370 5.008 0.372
H 2.937 3.687 6.560 0.352
H 3.029 2.938 4.960 0.393
Cl 2.685 -6.106 -3.129 -0.189
C 2.436 -5.616 -4.824 0.047
C 1.629 -4.338 -4.938 -0.121
Cl -0.068 -4.570 -4.446 -0.195
H 1.954 -6.443 -5.348 -0.193
H 3.427 -5.468 -5.260 0.353
H 1.613 -4.000 -5.977 0.357
H 2.052 -3.537 -4.327 -0.088
Cl -8.065 -3.508 0.643 -0.192
C -7.704 -4.257 -0.932 -0.469
C -6.782 -5.454 -0.798 -0.484
Cl -5.135 -4.980 -0.313 -0.130
H -7.276 -3.491 -1.582 0.319
H -8.659 -4.572 -1.359 0.339
H -6.693 -5.963 -1.761 0.310
H -7.158 -6.172 -0.067 0.303
Cl 5.035 -1.212 -3.017 -0.023
C 6.351 -0.446 -3.939 -0.617
C 6.215 -0.680 -5.431 -0.392
Cl 6.499 -2.383 -5.873 -0.216
H 7.301 -0.827 -3.556 0.401
H 6.305 0.625 -3.726 0.252
H 6.958 -0.087 -5.969 0.373
H 5.225 -0.397 -5.794 0.240
Cl 2.575 7.173 7.202 -0.205
C 1.113 6.757 8.132 -0.360
C 0.884 7.706 9.293 -0.495
Cl 2.109 7.512 10.571 -0.190
H 1.209 5.723 8.470 0.309
H 0.271 6.812 7.437 0.319
H -0.086 7.502 9.752 0.333
H 0.894 8.748 8.969 0.320
Cl 1.739 -8.626 -6.701 -0.220
C 0.426 -8.757 -5.504 -0.403
C -0.419 -9.999 -5.715 -0.509
Cl -1.389 -9.908 -7.207 -0.197
H -0.176 -7.847 -5.560 0.335
H 0.897 -8.793 -4.519 0.335
H -1.123 -10.113 -4.887 0.335
H 0.196 -10.900 -5.765 0.330
Cl -5.522 2.736 -1.731 -0.171
C -6.505 2.640 -0.250 -0.487
C -7.507 3.775 -0.154 -0.428
Cl -6.714 5.348 0.120 -0.178
H -5.827 2.627 0.607 0.275
H -7.032 1.683 -0.281 0.334
H -8.177 3.609 0.693 0.317
H -8.114 3.854 -1.058 0.329
```

The calculation puts the lowest unoccupied orbital energy at 1.69 eV. The net charge is -1. The highest occupied orbital energy comes out at -3.549 eV. The multiplicity is 1. The value obtained for the strongest force on any atom is 6.28 eV/A.

---

net charge of number 1 (C33H66Cl10O7)?
0

---

Which value of net charge does entry 2 give?
-1